No. 1
103
Properties=species:S:1:pos:R:3:mulliken_spin:R:1 method="wB97M-V/def2-TZVPD" multiplicity=3 e_lumo_ha="-0.011 / -0.021" homo_ev="-7.166 / -7.097" s_squared=2.102 gap_ev="6.85 / 6.53"
V 0.1952 0.6384 0.4683 1.283
O 1.1309 2.2906 0.9833 -0.013
C 0.5194 3.0694 0.1019 0.130
C 1.3345 3.6649 -1.0073 -0.011
C 0.8344 4.2588 -2.0920 -0.003
C -0.6186 4.4982 -2.4028 0.061
C -2.2802 3.8812 -1.0881 0.027
C -1.6564 3.1608 0.1260 0.046
C -2.4432 2.3464 1.0929 -0.017
N -1.9377 1.1899 1.2629 0.004
N -2.3734 0.3329 2.2150 -0.002
C -1.4672 -0.6007 2.3746 0.008
O -0.4277 -0.7335 1.6096 0.029
C -1.6594 -1.4416 3.5806 0.005
C -2.9302 -1.8662 3.9587 0.001
C -3.0978 -2.5731 5.1365 0.000
C -2.0041 -2.8603 5.9433 0.001
C -0.7374 -2.4413 5.5671 0.000
C -0.5660 -1.7314 4.3891 0.001
H 2.4072 3.5741 -0.8792 -0.012
H 1.5360 4.6378 -2.8265 -0.001
H -0.7039 5.0271 -3.3492 -0.013
H -3.3652 3.9481 -1.0776 -0.003
H -3.2745 2.7359 1.6740 0.001
H -3.7738 -1.6479 3.3185 0.000
H -4.0842 -2.9079 5.4303 0.000
H -2.1374 -3.4039 6.8696 0.000
H 0.1210 -2.6632 6.1878 0.000
H 0.4109 -1.3665 4.1048 -0.001
C 4.6316 0.0441 3.5913 -0.005
C 4.8083 0.8237 2.4552 0.005
C 3.9040 0.7549 1.4099 -0.025
C 2.8112 -0.1119 1.4800 0.008
C 2.6464 -0.8951 2.6178 -0.031
C 3.5440 -0.8115 3.6717 0.007
N 1.8972 -0.2064 0.4047 -0.023
C 2.3625 -0.6338 -0.8078 -0.023
C 3.6137 -1.1886 -1.1154 -0.006
C 3.9427 -1.4376 -2.4343 -0.011
C 3.0460 -1.1599 -3.4662 -0.007
C 1.8060 -0.6171 -3.1854 -0.010
C 1.4612 -0.3709 -1.8591 -0.003
N 0.3477 0.3094 -1.3984 -0.144
N -0.2977 1.0692 -2.3459 0.032
C -0.8520 2.0747 -1.8021 -0.024
C -1.5815 3.2519 -2.3281 0.002
C -1.4550 5.1874 -1.2373 -0.031
C -0.7311 5.3878 0.0335 0.787
C -0.5806 4.1211 0.7268 -0.025
N -0.6637 2.2465 -0.4296 -0.006
H 5.3435 0.0984 4.4047 0.000
H 5.6636 1.4840 2.3855 0.000
H 4.0234 1.3711 0.5278 0.000
H 1.8174 -1.5876 2.6437 -0.010
H 3.4052 -1.4278 4.5516 0.000
H 4.3218 -1.3910 -0.3229 0.004
H 4.9158 -1.8493 -2.6705 -0.001
H 3.3219 -1.3672 -4.4917 -0.002
H 1.1109 -0.3625 -3.9730 -0.001
H -2.1714 3.0778 -3.2225 0.002
H -1.9875 6.0686 -1.5930 0.014
H -0.1842 6.2847 0.2817 -0.013
H -0.4594 4.1447 1.8087 0.011
C 2.5071 -4.2634 0.8993 0.003
C 1.1055 -4.8649 0.9672 0.000
C 1.1796 -6.3596 0.6872 0.000
C 0.5181 -4.6150 2.3525 0.001
Sb -0.1475 -3.6503 -0.4666 0.011
C 0.3600 -4.5919 -2.4536 0.000
C 1.8744 -4.4958 -2.5983 -0.004
C -0.3016 -3.7001 -3.5042 0.002
C -0.0664 -6.0402 -2.6551 0.000
C -2.2239 -4.4723 -0.1324 0.000
C -2.2907 -5.9555 0.2086 0.000
C -2.8037 -3.6507 1.0152 0.001
C -3.0440 -4.1902 -1.3879 0.000
H 3.1386 -4.6895 1.6884 0.000
H 2.4829 -3.1815 1.0348 -0.005
H 2.9837 -4.4670 -0.0606 0.000
H 1.7560 -6.8519 1.4808 0.000
H 1.6856 -6.5611 -0.2578 0.000
H 0.1925 -6.8187 0.6617 0.000
H 1.1834 -5.0117 3.1289 0.000
H -0.4543 -5.0967 2.4701 0.000
H 0.3858 -3.5462 2.5346 -0.001
H 2.2430 -3.5134 -2.3091 0.002
H 2.1617 -4.6649 -3.6431 -0.001
H 2.3795 -5.2490 -1.9898 0.001
H -0.0850 -2.6482 -3.3131 -0.002
H -1.3839 -3.8326 -3.5171 0.000
H 0.0797 -3.9490 -4.5016 0.000
H 0.3774 -6.6979 -1.9077 0.000
H 0.2719 -6.3818 -3.6416 0.000
H -1.1500 -6.1605 -2.6229 0.000
H -1.8630 -6.1526 1.1921 0.000
H -1.7721 -6.5641 -0.5324 0.000
H -3.3388 -6.2799 0.2353 0.000
H -2.2465 -3.7989 1.9412 0.000
H -3.8462 -3.9398 1.1977 0.000
H -2.7867 -2.5830 0.7785 0.000
H -2.7600 -4.8446 -2.2122 0.000
H -2.9287 -3.1518 -1.7102 0.000
H -4.1070 -4.3627 -1.1818 0.000

---

No. 2
113
Properties=species:S:1:pos:R:3:lowdin_charge:R:1 method="wB97M-V/def2-TZVPD" total_charge=+1 e_lumo_ha=-0.105 homo_ev=-10.356 de_lowest_kj_mol=104.3 gap_ev=7.50
Pb 0.0702 0.1230 -0.5447 1.508
C -4.2547 2.9809 1.2385 -0.067
C -3.5128 1.8405 1.5191 -0.052
C -2.0812 1.9320 1.5286 -0.020
C -1.4902 3.1655 1.1765 -0.262
C -2.2818 4.2891 0.9686 -0.036
C -3.6424 4.2267 1.0115 -0.068
N -0.1110 3.4818 1.1237 0.142
N 0.6140 2.4585 0.9467 0.004
C 2.0544 2.6482 0.8983 -0.190
C 2.5134 3.6747 0.0449 -0.019
C 3.8498 3.9840 0.0758 -0.091
C 4.6869 3.4222 0.9738 -0.060
C 4.2372 2.4491 1.8934 0.018
C 2.9075 2.0253 1.8275 -0.023
H -5.3390 2.8839 1.2056 0.116
H -3.9133 0.8999 1.8503 0.099
H -1.4257 1.1030 1.7144 0.053
H -1.8204 5.2762 0.7849 0.136
H -4.3217 5.0060 0.7988 0.100
H 1.8523 4.2747 -0.5318 0.096
H 4.1753 4.8189 -0.6023 0.135
H 5.7036 3.6848 0.9676 0.097
H 4.9183 1.9722 2.5557 0.116
O -2.2843 0.1101 -1.4796 -0.201
C -2.9775 1.1267 -1.6763 -0.161
C -2.4354 2.4564 -1.8330 -0.137
C -3.3948 3.4209 -2.0306 0.028
C -3.0069 4.6936 -2.4425 -0.149
C -1.6982 5.0133 -2.7960 0.033
C -0.7121 4.0480 -2.5975 0.009
C -1.0595 2.7760 -2.1655 -0.355
O -0.1939 1.8054 -2.1142 -0.308
N -4.0087 5.7717 -2.3850 -0.337
O -3.6151 6.8644 -2.7818 0.067
O -5.1226 5.5431 -1.9223 0.067
H -4.0601 0.9341 -1.8424 0.152
H -4.4515 3.2329 -1.7795 0.142
H -1.5107 6.0424 -3.1892 0.144
H 0.3593 4.3057 -2.7793 0.134
C 0.6490 0.7544 5.4994 0.012
C 1.7195 -0.0534 4.7094 -0.394
C 2.4922 -0.9494 5.6607 0.003
O 2.6449 0.8724 4.0108 0.178
B 2.2676 0.9662 2.7248 -0.647
O 1.2604 0.0596 2.3555 0.034
C 1.1395 -0.8340 3.5132 -0.454
C 1.9014 -2.1809 3.1370 0.013
C -0.2498 -1.2192 3.6231 -0.037
H 0.9990 1.6670 6.0240 0.110
H 0.1585 0.0334 6.2115 0.110
H -0.1523 1.1161 4.8995 0.060
H 2.9821 -0.2982 6.3145 0.080
H 3.2875 -1.5293 5.2432 0.082
H 1.7888 -1.5630 6.2030 0.099
H 2.9668 -2.0102 3.0721 0.078
H 1.6026 -2.5285 2.1579 0.075
H 1.7270 -3.0101 3.8441 0.103
H -0.8591 -0.2892 3.6588 0.094
H -0.4206 -1.7511 4.5661 0.115
H -0.6602 -1.8185 2.8238 0.071
C 2.5117 -4.3326 -2.5833 0.013
N 1.5345 -3.3037 -3.0300 -0.040
C 1.3301 -3.1648 -4.3665 -0.026
C 0.5837 -2.0915 -4.8522 0.013
C 0.2249 -1.0949 -3.8683 -0.348
N 0.4327 -1.2727 -2.5302 0.045
C 1.0770 -2.3741 -2.0407 -0.564
O 1.1715 -2.6316 -0.8618 -0.009
N -0.2040 0.0981 -4.2941 0.180
H 2.4488 -5.1323 -3.3312 0.092
H 1.9999 -4.7052 -1.6620 0.108
H 3.5243 -3.8993 -2.5432 0.108
H 1.5759 -3.9019 -5.0950 0.128
H 0.4078 -1.9077 -5.9017 0.109
H -0.4548 0.2436 -5.2869 0.142
H -0.5597 0.7755 -3.5710 0.091
C -2.4845 -3.1831 -2.5553 -0.190
C -2.1151 -3.7305 -1.2148 -0.408
As -2.7636 -2.5211 0.2582 1.211
C -3.0749 -3.8648 1.7441 -0.422
C -2.3786 -5.2325 1.6824 -0.160
C -4.5843 -2.2055 -0.3144 -0.471
C -5.4367 -3.4200 -0.3943 -0.177
H -1.7427 -3.4572 -3.3427 0.070
H -2.5022 -2.1110 -2.6392 0.026
H -3.5084 -3.5485 -2.8872 0.097
H -1.0820 -3.7524 -1.1251 0.003
H -2.6314 -4.6827 -1.0186 0.069
H -4.0978 -4.0726 1.8049 0.022
H -2.8135 -3.3382 2.6546 0.037
H -2.9066 -6.0036 1.0970 0.073
H -2.2890 -5.6917 2.6377 0.053
H -1.4092 -5.0301 1.1729 0.065
H -4.4866 -1.6758 -1.2666 0.044
H -5.0509 -1.4692 0.3836 0.072
H -4.8361 -4.2693 -0.0584 0.050
H -5.6867 -3.6891 -1.3897 0.057
H -6.4301 -3.3841 0.0067 0.074
S 4.3120 1.6714 -3.2747 1.076
C 2.7037 1.2603 -2.7153 -0.462
N 2.6248 0.5104 -1.6912 -0.001
C 3.8854 0.2041 -1.2010 -0.294
C 4.1408 -0.5827 -0.0491 0.013
C 5.4802 -0.9089 0.1213 -0.072
C 6.4944 -0.3128 -0.5959 -0.083
C 6.2506 0.6036 -1.5794 -0.089
C 4.9366 0.8173 -1.8853 -0.479
H 1.8408 1.6943 -3.2626 0.077
H 3.3706 -1.0416 0.5002 0.089
H 5.7016 -1.6614 0.9000 0.121
H 7.5286 -0.5430 -0.3720 0.114
H 6.9749 1.1169 -2.1755 0.112

---

No. 3
107
Properties=species:S:1:pos:R:3:mulliken_spin:R:1 method="wB97M-V/def2-TZVPD" total_charge=-2 multiplicity=3 e_lumo_ha="0.151 / 0.151" homo_ev="-0.931 / -0.916" de_lowest_kj_mol=16.6 s_squared=2.021 gap_ev="5.03 / 5.01"
V 0.3882 -0.0415 0.1641 1.956
C 1.4944 3.4221 -5.1430 0.001
C 0.8385 3.9293 -3.8563 -0.001
C 0.1975 2.8277 -3.0729 -0.011
C -1.0891 2.4252 -3.0856 -0.004
C -2.2407 3.0589 -3.8026 0.000
C -2.9751 4.0608 -2.9093 0.000
C -1.1999 1.2987 -2.1691 0.045
C -2.3481 0.6386 -1.8930 -0.026
C -2.5445 -0.3949 -0.9363 0.061
C -3.7373 -1.0906 -0.7115 0.003
C -5.0120 -0.9607 -1.4849 0.000
C -5.0429 -1.8430 -2.7328 0.001
C -3.4861 -1.9745 0.3519 0.010
C -2.1560 -1.7532 0.7223 0.013
C -1.4516 -2.3719 1.8684 0.012
C -0.0484 -2.7533 1.5856 0.010
N 0.7888 -1.9733 0.8857 -0.028
C 2.0328 -2.5644 1.0268 0.018
C 3.2259 -1.9708 0.6167 -0.006
C 3.4061 -0.7917 -0.0422 0.027
N 2.3782 0.0272 -0.5055 -0.040
C 2.9672 1.0016 -1.2204 0.034
C 2.2764 1.9774 -1.9561 -0.003
C 0.9132 1.9237 -2.1695 -0.005
N 0.0574 1.0287 -1.6235 0.028
C 4.4082 0.8656 -1.1886 0.002
C 4.6713 -0.2544 -0.4589 0.003
C 6.0039 -0.8785 -0.1817 0.000
C 6.3612 -1.9729 -1.1886 0.000
C 5.3614 1.7738 -1.8955 -0.001
C 5.4716 1.4839 -3.3941 0.000
C 1.9380 -3.7498 1.7871 0.001
C 0.6011 -3.8667 2.1531 -0.008
C -0.1096 -4.8527 3.0307 0.001
C -0.7114 -6.0255 2.2575 0.000
C 3.1503 -4.5584 2.1599 -0.002
C 2.9672 -5.6511 3.2027 0.001
N -1.5785 -0.8043 -0.0490 -0.063
C -4.4643 -2.9030 1.0040 0.000
C -5.1997 -2.2620 2.1814 0.000
H 1.9838 4.2281 -5.6945 0.000
H 0.7507 2.9604 -5.7940 0.000
H 2.2409 2.6623 -4.9108 0.000
H 0.0941 4.6946 -4.0975 0.000
H 1.5926 4.4245 -3.2379 0.000
H -2.9398 2.2872 -4.1381 0.000
H -1.8823 3.5608 -4.7069 0.000
H -3.3075 3.5750 -1.9919 0.000
H -3.8451 4.4894 -3.4130 0.000
H -2.3082 4.8754 -2.6208 0.000
H -3.2329 0.9486 -2.4400 -0.002
H -5.1723 0.0820 -1.7800 0.000
H -5.8596 -1.2197 -0.8408 0.000
H -4.2224 -1.5803 -3.4025 0.000
H -5.9839 -1.7426 -3.2815 0.000
H -4.9135 -2.8923 -2.4622 0.000
H -1.9977 -3.2754 2.1436 0.000
H 4.1302 -2.5089 0.8785 0.000
H 2.8517 2.7384 -2.4646 -0.004
H 6.0089 -1.2960 0.8286 0.000
H 6.7770 -0.1046 -0.1956 0.000
H 5.6110 -2.7633 -1.1762 0.000
H 7.3345 -2.4181 -0.9690 0.000
H 6.3904 -1.5675 -2.2012 0.000
H 6.3523 1.6960 -1.4368 0.000
H 5.0465 2.8131 -1.7554 0.000
H 5.8550 0.4766 -3.5655 0.000
H 6.1366 2.1933 -3.8928 0.000
H 4.4906 1.5423 -3.8666 0.000
H -0.8997 -4.3245 3.5724 0.000
H 0.5532 -5.2221 3.8111 0.000
H -1.4049 -5.6682 1.4925 0.000
H -1.2524 -6.7079 2.9180 0.000
H 0.0665 -6.5940 1.7420 0.000
H 3.9027 -3.8635 2.5460 0.000
H 3.5849 -5.0038 1.2554 0.000
H 2.6378 -5.2285 4.1512 0.000
H 3.9179 -6.1621 3.3763 0.000
H 2.2386 -6.4009 2.8906 0.000
H -3.9530 -3.8086 1.3468 0.000
H -5.1983 -3.2406 0.2625 0.000
H -4.4908 -1.9141 2.9342 0.000
H -5.8934 -2.9604 2.6570 0.000
H -5.7681 -1.3914 1.8454 0.000
S -0.3878 0.9356 5.4747 0.004
As 0.4086 -0.4269 4.0483 0.010
S 1.2534 0.6624 2.3171 -0.060
S -1.6105 -1.3075 3.3847 0.001
S 1.7283 -1.9192 4.7313 0.006
C -3.1823 1.6217 1.9844 -0.002
S -1.4211 1.9482 2.0792 0.019
O -0.9563 1.8269 0.6483 -0.002
C -1.5542 3.7134 2.3063 0.003
C -1.4104 4.5537 1.2149 -0.002
C -1.4927 5.9255 1.4071 0.000
C -1.7083 6.4402 2.6774 0.000
C -1.8293 5.5841 3.7659 0.000
C -1.7438 4.2116 3.5872 -0.001
H -3.6221 2.2150 1.1837 0.001
H -3.6293 1.8536 2.9496 -0.001
H -3.2717 0.5571 1.7788 0.002
H -1.2175 4.1152 0.2442 0.000
H -1.3794 6.5952 0.5626 0.000
H -1.7632 7.5123 2.8248 0.000
H -1.9647 5.9872 4.7616 0.000
H -1.7725 3.5254 4.4250 0.000

---

No. 4
116
Properties=species:S:1:pos:R:3:lowdin_charge:R:1 method="wB97M-V/def2-TZVPD" total_charge=-1 e_lumo_ha=0.072 homo_ev=-5.493 de_lowest_kj_mol=150.6 gap_ev=7.45
Cs -0.5574 1.0707 0.8414 1.368
C 0.5638 0.9008 6.6595 -0.056
N -0.3004 -0.0663 6.0011 -0.091
C -0.3624 -1.3489 6.6938 -0.158
C -0.7337 -2.3181 5.5870 -0.150
N -0.1050 -1.6934 4.4416 -0.101
C -0.4038 -2.2244 3.1230 -0.053
C -0.1505 -0.3100 4.6200 -0.355
N -0.1132 0.4955 3.6416 0.006
C -0.2623 1.9314 3.7806 -0.305
C 1.0673 2.6702 3.6125 -0.242
N 1.5533 2.5030 2.2562 0.004
C 2.6913 2.9258 1.8678 -0.377
N 3.7344 3.5399 2.5660 -0.076
C 3.4781 4.4214 3.7006 -0.063
C 4.6902 4.0991 1.6137 -0.141
C 4.3400 3.4357 0.2803 -0.129
N 3.0987 2.7348 0.5510 -0.090
C 2.0828 2.7965 -0.4938 -0.099
H 0.1714 1.1147 7.6546 0.088
H 0.6161 1.8332 6.1141 0.057
H 1.5842 0.5092 6.7711 0.094
H -1.0919 -1.3281 7.5036 0.116
H 0.6187 -1.6021 7.1152 0.115
H -1.8232 -2.3854 5.4617 0.127
H -0.3427 -3.3202 5.7613 0.117
H -0.1402 -3.2835 3.1091 0.084
H 0.2013 -1.7174 2.3764 0.052
H -1.4624 -2.1103 2.8696 0.073
H -0.7450 2.2283 4.7143 0.108
H -0.9302 2.2600 2.9772 0.019
H 1.7759 2.2630 4.3462 0.099
H 0.8967 3.7276 3.8451 0.119
H 3.0903 3.8818 4.5569 0.064
H 2.7965 5.2335 3.4361 0.088
H 4.4372 4.8476 3.9971 0.083
H 5.7134 3.8878 1.9266 0.111
H 4.5631 5.1851 1.5549 0.119
H 5.1209 2.7517 -0.0606 0.107
H 4.1883 4.1874 -0.4984 0.122
H 2.4880 2.3755 -1.4095 0.048
H 1.7773 3.8331 -0.6692 0.090
H 1.1959 2.2415 -0.2004 -0.101
Cl 3.1485 -0.5397 -0.8819 0.717
C 3.6910 0.1774 -2.3662 -0.674
C 5.0521 0.3197 -2.5670 -0.117
C 5.5123 0.8997 -3.7410 -0.091
C 4.6080 1.3272 -4.7001 -0.086
C 3.2431 1.1727 -4.4852 -0.071
C 2.7483 0.5904 -3.3203 -0.397
P 0.9478 0.4521 -2.9264 1.101
C 0.1886 1.2372 -4.3973 -0.382
C 0.0776 0.6268 -5.6459 -0.094
C -0.5163 1.2949 -6.7063 -0.089
C -1.0041 2.5870 -6.5302 -0.095
C -0.9007 3.2034 -5.2915 -0.076
C -0.3131 2.5261 -4.2287 -0.084
C 0.6308 -1.3261 -3.3060 -0.376
C -0.6879 -1.7553 -3.1438 -0.088
C -1.0469 -3.0585 -3.4524 -0.085
C -0.0901 -3.9639 -3.8986 -0.112
C 1.2280 -3.5510 -4.0454 -0.092
C 1.5817 -2.2349 -3.7597 -0.093
H 5.7373 -0.0133 -1.7980 0.102
H 6.5767 1.0215 -3.8973 0.099
H 4.9595 1.7892 -5.6142 0.099
H 2.5458 1.5205 -5.2374 0.098
H 0.4466 -0.3844 -5.7833 0.107
H -0.6036 0.8066 -7.6699 0.097
H -1.4717 3.1070 -7.3577 0.096
H -1.2864 4.2042 -5.1426 0.104
H -0.2549 3.0021 -3.2557 0.109
H -1.4413 -1.0548 -2.7912 0.080
H -2.0798 -3.3638 -3.3357 0.100
H -0.3699 -4.9849 -4.1344 0.094
H 1.9823 -4.2469 -4.3927 0.096
H 2.6109 -1.9229 -3.8900 0.099
F 0.0198 7.1816 1.1629 0.087
B 0.3269 5.8637 0.7869 -1.212
F 1.5250 5.4506 1.4527 0.079
F 0.5493 5.8005 -0.6117 0.068
F -0.7394 5.0026 1.1416 0.074
N 0.9019 -2.6159 0.0242 0.179
C 0.1758 -3.5189 -0.0042 -0.268
N -0.6215 -4.5894 -0.0903 -0.102
C -0.0010 -5.8625 -0.4682 -0.144
C -1.0931 -6.8935 -0.7986 -0.174
C -2.3970 -6.2021 -1.1882 -0.199
C -2.9430 -5.4243 0.0096 -0.157
C -1.8346 -4.6404 0.7360 -0.132
H 0.6471 -6.2220 0.3377 0.118
H 0.6264 -5.6699 -1.3365 0.113
H -1.2755 -7.5387 0.0662 0.109
H -0.7342 -7.5405 -1.6007 0.105
H -3.1366 -6.9299 -1.5267 0.108
H -2.2075 -5.5281 -2.0247 0.093
H -3.3903 -6.1334 0.7113 0.108
H -3.7357 -4.7393 -0.2947 0.111
H -1.6043 -5.0952 1.7046 0.120
H -2.1505 -3.6219 0.9221 0.086
O -2.7971 0.6726 -2.2200 0.027
C -3.2453 0.3141 -1.1420 -0.556
N -2.5531 -0.3695 -0.1780 -0.297
S -3.3971 -0.5340 1.1641 0.541
O -2.8498 0.3058 2.2202 -0.457
O -3.6072 -1.9202 1.5181 -0.325
C -4.9017 0.1763 0.5742 -0.214
C -6.1234 0.3340 1.2023 -0.034
C -7.1277 0.9620 0.4748 -0.080
C -6.8985 1.4152 -0.8260 -0.072
C -5.6585 1.2475 -1.4330 -0.003
C -4.6660 0.6145 -0.7106 -0.129
H -6.2916 -0.0127 2.2145 0.119
H -8.1009 1.1084 0.9275 0.099
H -7.6985 1.9092 -1.3643 0.099
H -5.4527 1.6002 -2.4364 0.121

---

Result set for max |F|: 1.698; 3.758; 0.551; 1.583 eV/A, one per record in the order listed.
Result set for total energy: -90660.6896; -147790.6433; -194152.6883; -109738.6439 eV, one per record in the order listed.